# 1
Computed, not measured: a gas-phase ion, C4HNO3S (charge -2), with ωB97M-V/def2-TZVPD.

Computed properties:
Lowest unoccupied orbital energy = 6.361 eV
Net charge = -2
SMILES = O=C=N/C([O-])=C\C(=O)[S-]
Calculated total energy = -831.68068 a.u.
Energy relative to the best compared isomer or geometry (same formula, charge and spin) = 0.00 kJ/mol
M = 143.123 g mol⁻¹

CARTESIAN COORDINATES (ANGSTROEM)
S1 -1.18 1.66 -0.05
O1 -3.00 -0.63 0.03
O2 1.35 -2.09 0.06
O3 1.19 2.56 0.02
N1 -0.84 -1.44 -0.15
C1 1.05 0.21 0.06
C2 0.58 -1.09 -0.05
C3 0.51 1.53 -0.07
C4 -1.82 -0.72 -0.10
H1 2.16 0.01 0.25


# 2
Computed, not measured: 2 unconnected molecules or ions with the total composition C7H13NS, with ωB97M-V/def2-TZVPD.

Computed properties:
Lowest unoccupied orbital energy (alpha / beta) = 0.477 / 0.721 eV
Net charge = 0
Calculated total energy = -727.24921 a.u.
Energy relative to the best compared isomer or geometry (same formula, charge and spin) = 551.11 kJ/mol
M = 143.255 g mol⁻¹

CARTESIAN COORDINATES (ANGSTROEM)
S1 0.00 -2.46 -0.60
N1 -2.24 -0.86 -0.37
C1 0.97 -0.25 1.90
C2 1.43 2.77 0.62
C3 -1.03 -1.18 -0.27
C4 -0.97 -3.95 -1.19
C5 -0.31 1.95 -1.10
C6 0.45 1.70 0.18
C7 0.47 0.55 0.81
H1 1.83 0.32 2.40
H2 1.95 2.71 1.69
H3 1.42 -1.25 1.72
H4 -3.05 -1.32 -0.63
H5 -1.79 -3.82 -1.90
H6 2.10 2.67 -0.28
H7 -1.26 1.48 -0.98
H8 -0.17 -4.47 -1.66
H9 -1.33 -4.67 -0.33
H10 0.22 1.47 -1.91
H11 0.10 -0.18 2.69
H12 0.97 3.79 0.76
H13 -0.60 3.08 -1.30


# 3
Computed, not measured: 14 unconnected molecules or ions with the total composition C4H38N2O14, with ωB97M-V/def2-TZVPD.

Computed properties:
Lowest unoccupied orbital energy = -0.265 eV
Net charge = 0
Calculated total energy = -1337.92605 a.u.
Energy relative to the best compared isomer or geometry (same formula, charge and spin) = 537.27 kJ/mol
M = 338.348 g mol⁻¹

CARTESIAN COORDINATES (ANGSTROEM)
O1 -4.76 2.03 -1.71
O2 3.99 -2.20 0.23
O3 -0.76 -2.70 -3.43
O4 -2.57 -1.56 0.32
O5 0.85 -1.34 1.78
O6 -0.36 -2.86 3.65
O7 3.68 0.10 1.32
O8 1.51 1.53 4.37
O9 -3.08 3.08 1.14
O10 -0.61 -4.47 -0.47
O11 -1.19 2.13 -3.04
O12 -0.91 1.02 3.52
O13 0.93 3.73 -0.78
O14 -0.33 2.75 1.75
N1 1.06 0.73 0.12
N2 1.41 -1.83 -1.57
C1 1.57 -0.48 -2.16
C2 0.69 0.68 -1.32
C3 -1.35 0.74 -2.95
C4 -0.81 0.42 -1.59
H1 0.13 -4.93 -0.01
H2 -0.97 1.82 3.00
H3 2.17 -2.35 -1.65
H4 1.06 -1.89 -0.59
H5 -2.03 -2.35 0.18
H6 -1.21 -0.57 -1.27
H7 1.24 4.02 -1.65
H8 0.84 0.98 4.11
H9 1.13 -0.52 -3.10
H10 -3.24 2.99 2.03
H11 0.42 2.43 1.21
H12 0.92 -1.79 2.65
H13 -2.52 0.39 -3.06
H14 0.08 -2.70 -2.99
H15 1.33 2.79 -0.78
H16 1.94 0.21 0.18
H17 0.47 0.14 0.58
H18 1.33 2.20 3.74
H19 -0.96 0.46 -3.91
H20 1.06 1.56 -1.80
H21 -0.27 3.70 1.51
H22 -1.63 2.64 -2.33
H23 3.19 -1.68 0.35
H24 -4.18 2.09 -2.43
H25 -2.30 2.59 0.92
H26 -0.67 -2.09 -4.11
H27 2.71 -0.19 -2.18
H28 0.20 -1.89 1.34
H29 -4.38 2.70 -1.00
H30 -0.73 0.19 3.07
H31 3.12 0.56 1.86
H32 -0.07 -4.21 -1.20
H33 -0.27 -3.91 4.03
H34 -3.54 -1.94 0.46
H35 4.56 -1.49 0.01
H36 -1.08 -2.86 3.07
H37 -1.34 0.92 -0.79
H38 4.55 0.45 1.36


The records above yield max |F| values of 2.31 3.84 5.89 eV Å⁻¹, respectively.